Molecular formula: C49H57BF3HgN7O2PS
Method: DFT, wB97M-V/def2-TZVPD

```
122
Properties=species:S:1:pos:R:3:lowdin_charge:R:1
Hg -0.30255 -0.17802 0.66153 0.99
C -3.51439 4.00148 -2.37643 -0.03
C -3.19649 2.57402 -2.05739 -0.28
C -4.02533 1.49088 -2.23611 0.00
C -3.27069 0.37751 -1.82560 -0.27
N -2.06509 0.76719 -1.43390 0.11
N -2.02343 2.11531 -1.55960 0.03
B -0.81677 3.02743 -1.19674 -0.50
N 0.45547 2.73425 -2.03709 0.03
N 1.33286 1.72214 -1.82204 0.14
C 2.37945 1.95407 -2.60023 -0.28
C 2.17213 3.12003 -3.36784 0.00
C 0.94037 3.58437 -2.97724 -0.29
C 0.23846 4.81280 -3.46094 -0.04
C 3.66469 1.16122 -2.53706 -0.55
C 4.74262 2.07641 -1.93351 -0.05
C 4.09780 0.73345 -3.94323 -0.06
C 3.50773 -0.06760 -1.65155 -0.05
N -0.50316 3.06731 0.33746 0.03
N 0.43417 2.31526 0.97270 0.05
C 0.51360 2.75060 2.22448 -0.29
C -0.38344 3.81357 2.41642 0.00
C -1.01491 3.97126 1.20236 -0.30
C -2.12406 4.90947 0.86210 -0.03
C 1.41377 2.09912 3.25108 -0.55
C 2.53702 1.31362 2.57019 -0.06
C 2.02444 3.18119 4.14821 -0.07
C 0.57541 1.14691 4.11382 -0.05
C -3.72888 -1.06100 -1.89035 -0.54
C -3.39591 -1.62611 -3.27818 -0.04
C -3.06529 -1.92081 -0.81830 -0.06
C -5.24680 -1.12204 -1.67854 -0.06
H -4.53491 4.05237 -2.75822 0.07
H -3.44181 4.64502 -1.50045 0.05
H -2.84430 4.40586 -3.13645 0.06
H -5.03607 1.51738 -2.60864 0.10
H -1.14759 4.13976 -1.49536 0.09
H 2.82909 3.57200 -4.09505 0.10
H 0.83662 5.27165 -4.24897 0.07
H -0.74824 4.58142 -3.86604 0.06
H 0.10278 5.54229 -2.66062 0.07
H 4.91708 2.95195 -2.56443 0.07
H 4.42541 2.42252 -0.94780 0.09
H 5.68331 1.52960 -1.82047 0.08
H 4.34629 1.59588 -4.56858 0.07
H 4.97737 0.08555 -3.88364 0.08
H 3.29981 0.17269 -4.42986 0.07
H 3.01196 0.18298 -0.71685 0.07
H 2.90604 -0.82970 -2.14362 0.07
H 4.48460 -0.49987 -1.42080 0.09
H -0.56848 4.38054 3.31462 0.10
H -2.31259 5.56787 1.70963 0.07
H -1.88915 5.51728 -0.01370 0.06
H -3.03957 4.35089 0.65273 0.08
H 3.12191 1.96478 1.91654 0.08
H 3.19794 0.87595 3.32200 0.08
H 2.14713 0.49718 1.96273 0.04
H 2.56727 3.91785 3.55107 0.08
H 1.25402 3.70369 4.71990 0.07
H 2.72314 2.72472 4.85457 0.08
H 0.07034 0.41350 3.49104 0.03
H 1.21569 0.61538 4.82488 0.08
H -0.19441 1.69399 4.66280 0.08
H -2.32097 -1.59175 -3.45595 0.07
H -3.72226 -2.66773 -3.35021 0.07
H -3.89318 -1.04904 -4.06262 0.08
H -1.98536 -1.98022 -0.96514 0.01
H -3.25002 -1.50658 0.17268 0.07
H -3.45943 -2.94062 -0.85688 0.08
H -5.78847 -0.61921 -2.48293 0.07
H -5.57150 -2.16525 -1.65312 0.08
H -5.51616 -0.65137 -0.73108 0.09
F -5.23617 -1.28175 5.63495 0.07
C -4.62092 -0.54393 4.65985 -0.60
F -5.57752 -0.31482 3.74092 0.11
F -4.34202 0.63711 5.24102 0.10
C -3.41899 -1.25399 4.12079 -0.15
C -3.11725 -2.51081 4.61015 -0.04
C -2.01299 -3.20521 4.13740 -0.09
C -1.24367 -2.57675 3.17495 -0.16
N -1.51776 -1.37448 2.69514 -0.05
C -2.60027 -0.65674 3.11275 -0.78
S -2.89665 0.86085 2.40189 0.55
H -3.75384 -2.95536 5.36342 0.11
H -1.75983 -4.18991 4.50322 0.09
H -0.36460 -3.05522 2.75395 0.09
O 3.34241 -2.51248 1.79524 0.00
C 2.53515 -2.97377 0.98814 -0.65
O 1.51836 -2.40730 0.47108 -0.25
C 2.65717 -4.41573 0.52789 -0.13
C 3.84242 -5.11557 0.70596 -0.03
C 3.95880 -6.41802 0.24887 -0.10
C 2.86786 -7.02529 -0.36047 -0.11
C 1.67560 -6.33353 -0.51766 -0.11
C 1.55111 -5.00906 -0.09132 -0.26
P 0.07056 -3.92340 -0.38580 1.11
C 0.50174 -3.32335 -2.08523 -0.33
C 0.31158 -1.98595 -2.41765 -0.12
C 0.56457 -1.52036 -3.70184 -0.10
C 1.00217 -2.39478 -4.68389 -0.10
C 1.20327 -3.73380 -4.36640 -0.10
C 0.96069 -4.18840 -3.07900 -0.10
C -1.12996 -5.28318 -0.92761 -0.36
C -1.46254 -6.23618 0.04371 -0.13
C -2.46267 -7.17193 -0.16166 -0.11
C -3.19691 -7.15625 -1.34297 -0.12
C -2.91886 -6.19019 -2.29739 -0.11
C -1.90034 -5.26592 -2.08970 -0.10
H 4.66701 -4.61020 1.19301 0.11
H 4.89087 -6.96086 0.35895 0.09
H 2.94650 -8.04343 -0.72590 0.09
H 0.83449 -6.84066 -0.97327 0.09
H -0.03287 -1.28089 -1.66979 0.02
H 0.42109 -0.46797 -3.91806 0.11
H 1.19448 -2.03744 -5.68906 0.09
H 1.54577 -4.42807 -5.12578 0.09
H 1.11846 -5.23547 -2.85057 0.10
H -0.91150 -6.23780 0.98008 0.10
H -2.67280 -7.91586 0.59875 0.09
H -3.98639 -7.88011 -1.50804 0.09
H -3.49915 -6.15551 -3.21296 0.09
H -1.69862 -4.52070 -2.84949 0.09
```

Max |F|: 0.6 eV/A
Highest occupied orbital energy (alpha / beta): -1.542 / -2.405 eV
Gap between HOMO and LUMO (alpha / beta): 0.2100 / 0.2416 hartree
2S+1: 2
Relative energy (zero: lowest compared OMol25 entry of this formula, charge and spin): 0.0 kJ/mol
Charge: -2
E_LUMO (alpha / beta): 4.1738 / 4.1701 eV
<S²>: 0.7527